1.
A molecular structure, C31H45AlO3 at a distorted geometry. Source: OMol25; level of theory: wB97M-V/def2-TZVPD.

Values from the calculation:
lowest unoccupied orbital energy: -0.167 eV
E_HOMO: -7.514 eV
relative energy (zero: lowest compared OMol25 entry of this formula, charge and spin): 0.040 eV
molecular weight: 492.68 g mol⁻¹
HOMO-LUMO gap: 7.3 eV

```
80
C31H45AlO3 | OMol25 | wB97M-V/def2-TZVPD
O -1.54378 1.30653 -3.25380
C -0.14907 1.60504 -3.47222
C -0.34202 3.05020 -3.93739
H 0.26855 0.90041 -4.21052
H 0.43044 1.50125 -2.55143
C -1.83776 2.69361 -3.69385
H -0.04145 3.21135 -4.98687
H 0.06935 3.79839 -3.25152
C -2.80668 2.61397 -4.86973
H -2.38587 1.95045 -5.64159
H -3.04948 3.59599 -5.32362
H -3.72673 2.13709 -4.47828
C -2.34061 3.53470 -2.53007
H -1.52534 3.64887 -1.78979
H -3.16790 2.99878 -2.01609
H -2.64489 4.54164 -2.87342
Al 0.61905 0.13851 1.10542
C 1.11786 2.13555 1.70610
C 2.30006 1.36362 1.31362
C 2.46079 1.52571 -0.11308
H 3.05650 1.01635 2.02135
C 1.48280 2.45209 -0.56095
C 0.66914 2.82938 0.53178
H -0.10752 3.59728 0.52725
H 0.86880 2.38488 2.74549
H 3.31390 1.13676 -0.67593
H 1.41957 2.89946 -1.55514
C -1.33452 0.27702 2.03852
C -1.85374 1.48372 1.49114
C -2.19277 1.22922 0.14159
H -2.03906 2.40109 2.05847
C -1.66639 -0.00889 -0.26085
C -1.19525 -0.69203 0.92838
H -1.16324 -1.77359 1.05928
H -1.37551 -0.00105 3.09469
H -2.86324 1.84258 -0.45232
H -1.70909 -0.45156 -1.25546
O 0.14662 -0.75486 -4.96010
C -0.15494 -0.01067 -6.20421
C 0.42491 -0.76053 -7.41929
H 0.28452 0.99713 -6.11051
H -1.24474 0.14511 -6.30442
C 1.33768 -1.83999 -6.81258
H 0.98082 -0.10479 -8.10494
H -0.40502 -1.23540 -7.95637
C 1.15432 -1.73383 -5.29645
H 2.38015 -1.63953 -7.07720
H 1.04689 -2.82395 -7.18160
H 2.09746 -1.37406 -4.86850
H 0.90411 -2.68113 -4.79291
C -0.40753 1.14620 6.16685
C 0.64106 0.61528 5.18138
C 2.04826 0.93932 5.66260
C 0.48359 -0.88807 4.97996
C 0.27843 -1.73043 6.07422
C 0.05633 -3.09008 5.89680
C 0.08269 -3.62573 4.61623
C 0.34850 -2.83058 3.50469
C 0.41618 -3.47558 2.12327
C 1.78301 -4.10054 1.89368
C -0.73167 -4.47936 1.93841
C 0.63996 -1.45623 3.68555
O 1.13254 -0.75017 2.66117
H -0.15509 0.85835 7.19783
H -1.40670 0.75169 5.92977
H -0.45563 2.24108 6.11375
H 0.47105 1.10190 4.20783
H 2.23327 0.46649 6.63361
H 2.78814 0.56369 4.95297
H 2.19086 2.01713 5.77470
H 0.27018 -1.30528 7.08241
H -0.15285 -3.72602 6.75311
H -0.12232 -4.69106 4.48320
H 0.30035 -2.68741 1.37019
H 1.92572 -4.97055 2.54365
H 1.90254 -4.40138 0.84845
H 2.55922 -3.36548 2.12385
H -1.67778 -4.05168 2.30160
H -0.87280 -4.73138 0.87763
H -0.53721 -5.40206 2.50055
```

***

2.
A molecular structure, C31H45BrF5N9RuS2Si2 at a distorted geometry. Source: OMol25; level of theory: wB97M-V/def2-TZVPD.

Values from the calculation:
lowest unoccupied orbital energy (spin up / spin down): -2.106 / -2.722 eV
E_HOMO (spin up / spin down): -9.477 / -9.452 eV
net charge: +1
relative energy (zero: lowest compared OMol25 entry of this formula, charge and spin): 1.074 eV
molecular weight: 940.03 g mol⁻¹
HOMO-LUMO gap (spin up / spin down): 7.4 / 6.7 eV
spin multiplicity: 2

```
96
C31H45BrF5N9RuS2Si2 | OMol25 | wB97M-V/def2-TZVPD
Ru -1.13913 -0.30122 -0.41320
C -3.53494 3.41907 2.85588
N -2.44455 3.10808 1.94143
C -1.29375 3.99005 1.98188
C -2.42444 1.98076 1.17780
N -1.36426 1.44959 0.67710
N -3.69410 1.46481 0.92843
C -4.06381 0.44646 0.07007
N -5.40385 0.41485 -0.19219
N -3.22652 -0.40770 -0.38481
H -3.12245 3.92275 3.72780
H -4.01485 2.51157 3.22036
H -4.28195 4.08101 2.40665
H -1.64151 5.00290 2.17776
H -0.78239 3.99707 1.01958
H -0.58214 3.70847 2.75962
H -0.51746 1.90999 0.99158
H -4.45228 2.03645 1.25446
H -5.93933 1.26197 -0.11330
H -5.71981 -0.21749 -0.90655
H -3.63660 -1.05013 -1.05306
C 3.96407 -0.81549 1.07380
Si 2.50335 -1.91492 1.47880
C 2.03002 -3.01871 0.05085
C 2.97084 -3.04242 2.91005
C 1.04616 -0.86144 2.06676
C -0.22431 -1.55965 2.29858
C -0.34917 -2.28784 3.49426
C -1.49385 -2.99699 3.77233
C -2.53383 -2.97544 2.85233
C -2.36756 -2.23494 1.70798
N -1.25742 -1.53954 1.41483
Si 1.40365 0.62579 3.16098
C -0.20798 1.18592 3.95735
C 2.55987 0.12730 4.55101
C 2.25391 2.00170 2.19816
H 4.62423 -1.32500 0.36674
H 4.55487 -0.60030 1.96727
H 3.66125 0.13036 0.62206
H 2.92204 -3.39183 -0.45915
H 1.42567 -2.48371 -0.67739
H 1.47192 -3.88955 0.40481
H 3.88208 -3.59120 2.65582
H 2.19433 -3.78075 3.12246
H 3.17338 -2.48377 3.82479
H 0.48214 -2.29008 4.18690
H -1.57769 -3.56523 4.69001
H -3.45238 -3.51960 3.01682
H -3.15293 -2.18569 0.96744
H -0.47767 0.50538 4.76881
H -1.04147 1.19377 3.25154
H -0.11022 2.18198 4.39628
H 2.16664 -0.70142 5.14369
H 2.70592 0.97414 5.22747
H 3.54181 -0.16190 4.17218
H 2.08504 1.94201 1.11926
H 3.33442 1.92505 2.34262
H 1.95960 2.98964 2.55628
C -0.38221 1.16748 -4.99460
N -0.28530 2.25996 -4.05792
C 0.90702 3.09996 -3.98688
C 0.68974 3.90942 -2.69687
N -0.68729 3.56257 -2.34632
C -1.13948 2.51058 -3.06609
S -2.54510 1.66385 -2.70620
H 0.02546 1.47968 -5.95588
H -1.42781 0.89696 -5.11966
H 0.17911 0.29832 -4.63715
H 0.97441 3.73531 -4.87207
H 1.80311 2.47913 -3.93972
H 0.79032 4.97953 -2.86866
H 1.38107 3.60072 -1.91194
H -1.03736 3.65339 -1.40981
F 5.36501 -1.02283 -4.69668
C 4.33693 -0.69220 -3.92589
C 3.18690 -1.45573 -3.91991
F 3.10082 -2.53469 -4.69611
C 2.11588 -1.09997 -3.11650
F 1.03765 -1.88518 -3.20310
C 2.12651 0.01137 -2.28310
S 0.86101 0.64014 -1.21781
C 3.31211 0.75772 -2.32329
F 3.44082 1.85629 -1.56756
C 4.39315 0.43008 -3.11821
F 5.48771 1.18760 -3.10893
Br -1.56117 -6.07999 -1.06428
C -1.66103 -4.37640 -1.85677
C -2.13733 -4.20749 -3.14415
C -2.16955 -2.91762 -3.64764
C -1.74222 -1.86533 -2.85968
N -1.29643 -2.03154 -1.60400
C -1.24833 -3.27861 -1.12399
H -2.46257 -5.05490 -3.73181
H -2.51757 -2.72183 -4.65246
H -1.75839 -0.84444 -3.21919
H -0.84625 -3.40629 -0.13129
```